Below is a 10-piece molecular cluster, C67H145F24N3O5P6 overall in a non-equilibrium geometry, with properties calculated with wB97M-V/def2-TZVPD.

## Properties
DFT total energy   -207491.402 eV
Lowest unoccupied orbital energy   -1.54 eV
Highest occupied orbital energy   -4.01 eV
Net charge   0

Each line ends with the Löwdin charge.
Atoms and positions in Å:
C 4.8217 5.0214 -4.5427  -0.45
O 6.0487 4.5025 -4.0215  -0.11
O 5.1503 6.2457 -5.2322  -0.32
C 3.8376 4.0138 -5.2974  -0.55
F 3.0876 3.3859 -4.3414  0.07
F 2.8282 4.6736 -5.8570  0.11
F 4.4328 3.1796 -6.1740  0.13
C 6.2228 3.1458 -3.6910  -0.31
C 7.6016 2.8744 -3.1182  -0.10
H 7.6337 2.8136 -2.0304  0.06
H 8.0535 2.0482 -3.6672  0.06
H 8.2712 3.7028 -3.3495  0.07
H 6.2235 2.5574 -4.6086  0.10
H 5.5390 2.7440 -2.9433  0.11
H 4.3662 5.3833 -3.6209  0.11
C -2.6273 -0.6923 -1.8190  -0.47
O -1.2895 -1.2132 -1.6081  -0.08
O -3.4599 -1.8181 -1.6749  -0.26
C -2.9535 0.6398 -1.0235  -0.59
F -2.4384 1.8064 -1.5149  0.07
F -4.2476 0.8487 -0.9153  0.11
F -2.4728 0.5164 0.2209  0.11
C -0.2045 -0.3695 -1.9895  -0.30
C 1.0885 -0.8061 -1.3674  -0.09
H 1.3347 -1.8096 -1.7144  0.08
H 1.8798 -0.1355 -1.7024  0.06
H 1.1507 -0.7477 -0.2807  0.06
H -0.3075 0.6485 -1.6137  0.09
H -0.1232 -0.2615 -3.0711  0.12
H -2.6502 -0.3708 -2.8603  0.11
C -1.9105 1.8797 -9.2941  -0.06
C -2.0338 1.9961 -7.7741  -0.14
N -3.3785 1.6587 -7.2229  -0.02
C -4.0059 0.4776 -7.2926  -0.02
C -5.2355 0.4614 -6.6796  0.04
N -5.5470 1.7812 -6.3700  -0.12
C -4.3554 2.5478 -6.5980  0.11
C -6.6669 2.2628 -5.7251  -0.06
H -1.8764 0.8411 -9.6233  0.08
H -0.9083 2.2057 -9.5722  0.08
H -2.5759 2.4981 -9.8965  0.08
H -1.7566 2.9689 -7.3679  0.13
H -1.3657 1.2958 -7.2728  0.14
H -3.4794 -0.3383 -7.7653  0.16
H -6.0134 -0.2760 -6.5465  0.15
H -4.3146 3.6026 -6.3696  0.14
H -6.8845 1.8513 -4.7396  0.11
H -7.5885 2.0654 -6.2727  0.11
H -6.6290 3.3488 -5.6392  0.10
C 1.1638 -4.8070 10.5569  -0.08
C 0.7830 -3.6160 9.6130  -0.25
C 1.9075 -3.0698 8.6995  -0.26
C 1.3414 -2.0763 7.7367  -0.28
P 2.5479 -0.8938 7.0241  1.05
C 2.9213 0.4801 8.1674  -0.27
C 1.7417 1.4245 8.4325  -0.26
C 2.1740 2.4705 9.4516  -0.27
C 1.0043 3.3458 9.8682  -0.11
C 4.0620 -1.8255 6.6435  -0.27
C 5.2263 -1.1915 5.8449  -0.21
C 6.2874 -2.2874 5.5782  -0.26
C 5.7712 -3.5312 4.8302  -0.10
C 1.8176 -0.2650 5.4309  -0.23
C 2.6014 0.9137 4.7337  -0.24
C 1.7582 1.9090 3.9516  -0.26
C 2.5043 3.1769 3.4641  -0.09
H 1.7849 -4.4493 11.3781  0.07
H 1.6518 -5.6033 9.9950  0.07
H 0.2383 -5.2457 10.9300  0.07
H 0.3030 -2.8104 10.1686  0.10
H -0.1120 -3.8112 9.0222  0.11
H 2.3753 -3.9120 8.1897  0.12
H 2.6629 -2.5830 9.3163  0.10
H 0.5971 -1.4902 8.2760  0.09
H 0.8002 -2.5808 6.9362  0.12
H 3.7330 1.0914 7.7732  0.10
H 3.2604 -0.0547 9.0545  0.10
H 0.8808 0.7955 8.6589  0.10
H 1.4177 1.9595 7.5398  0.11
H 2.8846 3.1305 8.9541  0.12
H 2.5931 2.0056 10.3439  0.12
H 0.2524 2.7621 10.3992  0.08
H 0.6855 4.0923 9.1407  0.08
H 1.4145 3.9433 10.6824  0.07
H 3.7501 -2.7627 6.1827  0.09
H 4.4588 -2.1356 7.6102  0.10
H 5.6738 -0.3769 6.4143  0.11
H 4.9361 -0.7842 4.8764  0.09
H 6.7216 -2.6585 6.5065  0.10
H 7.1313 -1.9133 4.9986  0.11
H 5.0471 -4.1412 5.3703  0.06
H 6.6250 -4.1879 4.6632  0.08
H 5.2067 -3.1531 3.9779  0.09
H 0.8583 0.1571 5.7302  0.08
H 1.5583 -1.0637 4.7359  0.11
H 3.3441 0.3963 4.1265  0.11
H 2.9892 1.5083 5.5609  0.09
H 0.9444 2.3096 4.5560  0.10
H 1.2846 1.2967 3.1842  0.12
H 3.1568 2.8308 2.6626  0.08
H 3.0349 3.6718 4.2776  0.06
H 1.8751 4.0325 3.2185  0.07
C 6.3134 -7.8455 -2.4435  -0.06
C 6.7809 -6.4993 -3.2339  -0.25
C 6.3984 -6.4067 -4.6993  -0.20
C 6.7030 -4.9637 -5.2595  -0.21
P 8.4574 -4.5454 -5.7054  1.00
C 9.1856 -5.8186 -6.7337  -0.27
C 10.6003 -5.4625 -7.2820  -0.23
C 10.6649 -5.6207 -8.8110  -0.25
C 12.0591 -5.1873 -9.2571  -0.11
C 8.3795 -2.9968 -6.6524  -0.24
C 7.5786 -3.1380 -7.9795  -0.23
C 7.0131 -1.7874 -8.4573  -0.23
C 5.7235 -2.0280 -9.2702  -0.11
C 9.4764 -4.2362 -4.2291  -0.27
C 8.8358 -3.4378 -3.1165  -0.27
C 9.6717 -3.3277 -1.8716  -0.23
C 10.0292 -4.7537 -1.3390  -0.09
H 5.2425 -8.0104 -2.5622  0.07
H 6.4692 -7.8099 -1.3653  0.06
H 6.7437 -8.7131 -2.9437  0.06
H 7.8700 -6.4892 -3.1904  0.07
H 6.4946 -5.6415 -2.6253  0.10
H 5.3402 -6.6587 -4.7677  0.13
H 7.0244 -7.0793 -5.2857  0.10
H 6.2896 -4.0937 -4.7495  0.11
H 6.3129 -4.9356 -6.2769  0.08
H 8.4458 -6.0111 -7.5107  0.10
H 9.2839 -6.7355 -6.1526  0.10
H 11.2252 -6.2465 -6.8541  0.12
H 10.8744 -4.4655 -6.9372  0.09
H 9.9071 -4.9878 -9.2727  0.09
H 10.4345 -6.6207 -9.1785  0.12
H 12.7842 -5.9981 -9.1858  0.07
H 12.5219 -4.4224 -8.6335  0.07
H 12.0535 -4.9350 -10.3175  0.07
H 9.4127 -2.6899 -6.8150  0.09
H 8.0401 -2.2211 -5.9659  0.10
H 6.6746 -3.7191 -7.7975  0.08
H 7.9706 -3.7294 -8.8070  0.11
H 7.5572 -1.4405 -9.3357  0.10
H 6.8822 -1.0098 -7.7048  0.11
H 4.7620 -2.0545 -8.7575  0.08
H 5.8056 -2.9627 -9.8249  0.07
H 5.6404 -1.3026 -10.0794  0.07
H 10.3908 -3.7581 -4.5804  0.11
H 9.6618 -5.2753 -3.9571  0.08
H 7.8709 -3.8847 -2.8771  0.09
H 8.5682 -2.4346 -3.4482  0.12
H 9.0952 -2.7812 -1.1253  0.11
H 10.5498 -2.7246 -2.1027  0.11
H 10.7247 -5.2944 -1.9808  0.06
H 9.1615 -5.3660 -1.0932  0.07
H 10.6287 -4.6773 -0.4319  0.07
C -8.8749 7.8770 7.3647  -0.09
C -7.4001 7.6518 7.6948  -0.26
C -6.7392 6.7757 6.6822  -0.28
C -6.7457 7.3216 5.2657  -0.26
P -6.1007 6.1412 4.0327  1.01
C -6.3254 6.9566 2.4523  -0.28
C -5.9764 6.1076 1.2055  -0.26
C -5.8810 6.8973 -0.0616  -0.25
C -7.2287 7.5609 -0.3800  -0.10
C -7.0455 4.6602 4.0866  -0.25
C -8.6753 4.6401 4.2025  -0.18
C -9.5107 4.8785 2.9381  -0.27
C -10.9393 4.4777 3.2404  -0.12
C -4.3377 5.6090 4.4000  -0.21
C -3.3168 6.7923 4.6165  -0.23
C -3.2492 7.9062 3.5582  -0.24
C -1.8857 8.6878 3.7765  -0.08
H -8.9193 8.6827 6.6319  0.07
H -9.4094 8.2443 8.2408  0.08
H -9.3465 6.9604 7.0104  0.07
H -7.2185 7.1454 8.6428  0.11
H -6.8686 8.5998 7.7773  0.12
H -7.2031 5.7901 6.7198  0.11
H -5.7116 6.5752 6.9854  0.11
H -6.1229 8.2159 5.2852  0.11
H -7.6968 7.6513 4.8476  0.10
H -5.6799 7.8276 2.3395  0.09
H -7.3604 7.2500 2.2771  0.09
H -6.6294 5.2349 1.2040  0.11
H -4.9893 5.6765 1.3721  0.11
H -5.5769 6.1693 -0.8137  0.12
H -5.1321 7.6779 -0.1954  0.12
H -8.0391 6.8412 -0.2633  0.07
H -7.1983 7.8972 -1.4164  0.08
H -7.6195 8.2867 0.3331  0.07
H -6.6651 4.1938 4.9954  0.08
H -6.7883 3.9925 3.2643  0.10
H -9.0134 5.3748 4.9332  0.09
H -8.8871 3.6615 4.6333  0.11
H -9.1862 4.3409 2.0472  0.11
H -9.5583 5.9359 2.6779  0.10
H -11.4398 5.0638 4.0111  0.08
H -10.9846 3.4578 3.6223  0.08
H -11.6144 4.6496 2.4020  0.08
H -3.9598 4.9402 3.6266  0.10
H -4.4016 5.0562 5.3373  0.09
H -2.3233 6.3982 4.8302  0.11
H -3.7151 7.1771 5.5554  0.09
H -4.0744 8.5544 3.8530  0.09
H -3.2179 7.5749 2.5202  0.11
H -1.0253 8.0216 3.7131  0.07
H -1.8862 9.0441 4.8066  0.07
H -1.7797 9.5460 3.1130  0.07
C -11.0638 -2.0875 1.3692  0.03
N -9.7883 -2.5578 0.5563  -0.32
C -10.3553 -3.7144 -0.3044  0.01
C -9.2929 -1.4460 -0.3253  0.02
C -8.6608 -3.2109 1.3966  -0.06
C -7.9219 -2.2052 2.3006  -0.21
O -8.7351 -1.6439 3.3319  -0.07
H -11.8310 -1.8684 0.6266  0.10
H -10.8482 -1.2673 2.0540  0.09
H -11.3761 -2.9362 1.9777  0.10
H -11.1122 -3.3485 -0.9982  0.11
H -10.6561 -4.5582 0.3166  0.11
H -9.5347 -4.0958 -0.9120  0.12
H -8.9619 -0.6004 0.2776  0.10
H -10.1042 -1.2493 -1.0261  0.11
H -8.3685 -1.7995 -0.7820  0.12
H -7.9373 -3.5898 0.6747  0.15
H -9.1463 -4.0463 1.9011  0.14
H -7.2955 -1.5033 1.7500  0.13
H -7.1072 -2.6584 2.8654  0.13
H -8.1098 -1.3641 4.0045  0.09
P 0.4997 -4.0412 -6.6364  0.22
F 1.5185 -2.7063 -6.4712  -0.24
F 1.6079 -4.8355 -7.4793  -0.17
F 0.9798 -4.6213 -5.1560  -0.22
F -0.5537 -5.3465 -6.5547  -0.22
F -0.6595 -3.3312 -5.7534  -0.20
F -0.1520 -3.4554 -7.9819  -0.17
P -6.6076 -5.4375 -5.8505  0.20
F -6.7675 -4.9008 -7.4218  -0.22
F -5.2536 -4.5292 -5.6485  -0.19
F -7.6977 -4.3657 -5.3148  -0.20
F -6.2104 -6.0111 -4.3956  -0.18
F -7.8620 -6.4584 -6.0041  -0.19
F -5.5480 -6.5385 -6.5148  -0.22
P 1.1707 -5.8969 1.8537  0.23
F 1.4767 -6.1161 0.2960  -0.16
F 2.3462 -6.9277 2.2682  -0.18
F 2.1599 -4.5736 2.0477  -0.23
F 0.7220 -5.6193 3.4523  -0.25
F -0.0683 -4.8952 1.3593  -0.21
F 0.0907 -7.1359 1.7028  -0.20